# 1
Here is a single C5H8O2 molecule from OMol25. Energies are from ωB97M-V/def2-TZVPD.

Geometry as XYZ:
```
15
Properties=species:S:1:pos:R:3:forces:R:3:mulliken_charge:R:1
C -0.846381 2.154141 -0.389848 0.1 -0.4 0.1 -0.875
C -1.081780 0.885202 -0.079327 -3.0 -0.8 -1.8 0.504
O -2.086840 0.275416 0.591266 -0.6 0.2 0.5 -0.431
C -1.456325 -0.601484 -0.363714 0.9 2.6 0.5 0.032
C -0.379993 -1.404871 0.219882 2.2 1.8 0.4 -0.541
O 0.657466 -0.188208 0.224984 0.2 -2.4 0.0 -0.286
C 2.053832 -0.384224 0.285793 -0.3 -1.2 0.0 -0.712
H -0.024201 2.433663 -1.024980 0.0 -0.1 -0.1 0.247
H -1.483019 2.931052 0.001595 0.1 0.0 0.3 0.257
H -1.999746 -0.865923 -1.260412 -0.2 -0.1 0.2 0.417
H -0.455100 -1.606167 1.288078 -0.4 -0.3 -0.2 0.269
H -0.124009 -2.297102 -0.352421 0.5 0.3 -0.1 0.337
H 2.242008 -1.163934 1.034053 0.6 0.3 0.0 0.255
H 2.559926 0.551345 0.512015 -0.2 0.1 0.3 0.234
H 2.424162 -0.718906 -0.686962 0.1 -0.1 0.0 0.293
```
Positions in Å, forces in eV/Å.

Output
multiplicity: 1
E_HOMO: -8.26 eV


# 2
Here is a single C5H8O2 molecule from OMol25. Energies are from ωB97M-V/def2-TZVPD.

Geometry as XYZ:
```
15
Properties=species:S:1:pos:R:3:forces:R:3:mulliken_charge:R:1
O -1.603081 1.006087 0.579693 -0.4 -0.2 -0.5 -0.458
C -1.566603 -0.228960 -0.080351 -0.1 -0.3 2.2 -0.675
C -0.139037 -0.673226 -0.134697 0.5 -0.1 0.5 0.470
C 0.828403 -0.360818 1.076010 -0.7 -0.2 0.2 -0.654
C 1.933000 0.214568 0.322650 1.1 0.1 -0.5 0.273
O 3.044708 0.589715 0.362956 0.3 0.0 0.8 -0.422
C 0.346616 0.218012 -1.253232 -2.9 0.1 -1.6 -1.335
H -2.497219 1.360407 0.515684 0.1 0.0 0.1 0.312
H -2.330026 -0.923836 0.304931 0.0 0.1 -0.4 0.321
H -0.868279 0.216470 -1.618166 1.8 0.4 -0.9 0.354
H -0.076813 -1.724936 -0.428525 0.0 0.1 0.0 0.381
H 0.360858 0.419139 1.695251 0.2 -0.2 0.0 0.288
H 1.139997 -1.209581 1.691467 -0.1 0.1 0.0 0.325
H 0.437176 1.277159 -0.996858 0.2 -0.3 0.0 0.391
H 0.990302 -0.180197 -2.036807 0.0 0.2 0.2 0.430
```
Positions in Å, forces in eV/Å.

Output
multiplicity: 1
E_HOMO (alpha / beta): -6.48 / -7.63 eV


# 3
Here is a 3-piece molecular cluster, C5H8O2 overall from OMol25. Energies are from ωB97M-V/def2-TZVPD.

Geometry as XYZ:
```
15
Properties=species:S:1:pos:R:3:forces:R:3:mulliken_charge:R:1
C 1.031693 1.057863 -1.241375 0.0 -0.2 -0.1 -0.846
C 0.470245 -0.190818 -1.169441 0.0 0.4 -0.1 -0.173
O 1.139522 -1.158934 -0.407908 0.1 0.0 0.0 -0.401
C 0.218720 -1.311480 0.643559 -0.1 -0.2 0.1 -0.207
C -0.254555 -0.071961 1.390798 -0.2 -0.1 -0.1 -0.348
C -1.005853 -0.563027 0.378920 0.3 0.0 0.2 0.187
O -2.274380 -0.724319 -0.053590 -0.1 0.1 0.1 -0.495
H 0.705576 1.598181 0.221890 0.0 0.0 0.1 0.008
H 2.071273 1.172456 -0.945280 -0.2 0.0 0.0 0.378
H 0.642307 1.783948 -1.950349 0.0 -0.1 0.1 0.327
H -0.268514 -0.558754 -1.877814 0.1 0.1 0.1 0.419
H 0.313956 -2.276084 1.145073 0.0 0.1 -0.1 0.397
H 0.400553 1.228492 0.967271 0.0 0.1 -0.1 0.014
H -0.347423 0.140668 2.447490 0.0 0.0 -0.2 0.418
H -2.843121 -0.126230 0.450756 0.0 -0.1 -0.1 0.322
```
Positions in Å, forces in eV/Å.

Output
multiplicity: 1
E_HOMO: -8.30 eV


# 4
Here is a single C5H8O2 molecule from OMol25. Energies are from ωB97M-V/def2-TZVPD.

Geometry as XYZ:
```
15
Properties=species:S:1:pos:R:3:forces:R:3:mulliken_charge:R:1
O 0.999854 -1.815509 1.246013 0.0 -0.2 -0.2 -0.568
C 0.385298 -0.558609 1.290000 0.1 0.2 0.4 -0.038
C -0.956368 -0.430796 0.531938 -0.2 -0.6 -0.2 -0.691
C -0.257810 0.410380 -0.503163 -0.2 -2.7 -0.9 0.721
C -0.703179 0.922117 -1.764338 1.6 5.2 1.5 -0.664
O 0.032091 -0.215813 -2.007798 -0.5 0.5 1.9 -0.480
C 0.995705 0.502429 0.348238 0.1 0.6 -0.4 -0.723
H 1.051836 -2.084961 0.319933 0.0 -0.1 0.1 0.355
H 0.369046 -0.279805 2.343119 -0.1 0.0 -0.1 0.411
H -1.372447 -1.359286 0.140123 0.0 -0.1 0.2 0.329
H -1.733666 0.110286 1.083636 0.1 0.0 -0.2 0.267
H -1.748134 1.084632 -2.050777 0.3 -0.6 0.0 0.283
H -0.119230 2.029419 -1.613354 -1.2 -2.3 -2.2 0.178
H 1.907514 0.210230 -0.174846 0.0 0.0 0.1 0.323
H 1.149491 1.475286 0.811276 0.0 0.1 0.1 0.298
```
Positions in Å, forces in eV/Å.

Output
multiplicity: 1
E_HOMO: -9.75 eV


Summary of relative energy (zero: lowest compared OMol25 entry of this formula, charge and spin) in kcal per mole
115.1, 136.7, 157.3, 85.4
(order as listed above)
Summary of E in Ha
-345.62158, -345.58718, -345.55433, -345.66888
(order as listed above)